DFT (the ωB97M-V functional and the def2-TZVPD basis) results for a 7-piece molecular cluster, C36H93N7O11 overall in a non-equilibrium geometry.

Its SMILES is COC[C@H](C)N.COC[C@H](C)N.COC[C@H](C)N.COCCNCCOC.COCCNCCOC.COCCNCCOC.COCCNCCOC. The calculation puts the HOMO energy at -8.396 eV. The total charge is 0. For the energy relative to the best compared isomer or geometry (same formula, charge and spin), the calculation gives 0.788 eV. The orbital gap comes out at 0.3338 Ha. The value obtained for the total energy is -2638.08958 Eh.

The geometry in XYZ format:
```
147
Properties=species:S:1:pos:R:3:forces:R:3
C -4.647668 -14.781144 -26.982262 0.26 -0.50 0.08
O -5.741627 -14.073481 -26.461368 -0.17 0.20 -0.21
C -6.108745 -14.425057 -25.138957 -0.03 -1.03 -0.25
C -5.085255 -14.112202 -24.080495 -0.22 0.60 0.59
C -5.359760 -14.957147 -22.839922 -0.26 0.07 -0.06
N -5.107409 -12.681624 -23.661320 0.66 -0.73 -0.20
H -3.692484 -14.330847 -26.694469 0.00 0.08 -0.21
H -4.750021 -14.834410 -28.067291 0.10 0.32 -0.02
H -4.610741 -15.829706 -26.645551 -0.22 0.12 0.17
H -7.094508 -13.992935 -24.977660 0.15 0.28 0.32
H -6.235335 -15.522369 -25.072601 -0.12 0.08 -0.33
H -4.098734 -14.398885 -24.470293 -0.01 0.01 -0.01
H -5.274414 -16.024332 -23.044903 0.16 0.00 -0.02
H -6.378110 -14.775291 -22.482596 0.05 0.09 0.05
H -4.657007 -14.671161 -22.054671 -0.05 -0.15 0.09
H -4.551760 -12.699659 -22.805937 -0.18 0.41 -0.02
H -4.492314 -12.177231 -24.297576 -0.29 0.18 -0.11
C -8.625330 -17.163603 -23.685968 -0.54 -0.16 0.63
O -8.942703 -15.794906 -23.646107 0.41 0.43 -0.20
C -10.139012 -15.352552 -24.277172 -0.17 -0.39 0.68
C -10.449365 -16.010184 -25.611844 0.17 0.04 -0.06
C -9.388539 -15.646061 -26.648416 0.11 0.41 0.79
N -11.815170 -15.639789 -25.989846 0.00 0.12 -0.30
H -8.310562 -17.488473 -24.679558 0.10 -0.12 0.03
H -9.460195 -17.789147 -23.329277 -0.08 0.08 -0.30
H -7.841460 -17.327792 -22.946580 0.27 0.14 -0.27
H -10.990373 -15.566693 -23.615156 0.01 0.08 -0.04
H -10.022738 -14.268793 -24.347665 -0.11 0.02 -0.17
H -10.436247 -17.077457 -25.377917 -0.13 -0.10 -0.39
H -8.398547 -15.801476 -26.210779 0.05 -0.31 -0.31
H -9.424345 -14.558171 -26.780756 -0.15 -0.07 -0.34
H -9.509278 -16.157931 -27.598582 0.07 -0.03 -0.06
H -12.213066 -16.298321 -26.649501 0.10 -0.16 0.11
H -11.783651 -14.766198 -26.508630 -0.04 0.09 0.19
C -8.812734 -10.440134 -32.061269 -0.27 -0.37 -0.44
O -8.418393 -11.494226 -31.213908 -0.08 -0.03 -0.03
C -7.140857 -11.982687 -31.539169 0.43 0.10 -0.17
C -6.738048 -13.009528 -30.501648 0.05 -0.27 -0.11
C -7.739305 -14.168200 -30.417669 0.42 -0.39 0.60
N -6.549418 -12.311001 -29.235497 -0.49 0.03 0.19
H -9.860315 -10.232978 -31.847455 0.11 0.27 0.21
H -8.787857 -10.760214 -33.115639 0.17 0.03 0.08
H -8.173382 -9.564185 -31.933907 -0.11 0.11 0.12
H -7.120170 -12.418925 -32.550273 -0.21 -0.05 0.05
H -6.412151 -11.158498 -31.537722 -0.04 -0.03 0.08
H -5.764886 -13.423013 -30.786136 -0.02 0.07 -0.15
H -7.805585 -14.789698 -31.312228 0.02 0.24 -0.19
H -8.736651 -13.837842 -30.129881 0.01 0.14 -0.10
H -7.369289 -14.824021 -29.619166 -0.20 -0.04 -0.05
H -7.482263 -12.021826 -28.946797 0.16 0.26 0.11
H -6.227679 -12.917390 -28.487919 0.04 -0.20 -0.09
C -3.654707 -5.755168 -32.456530 0.17 0.17 -0.36
O -4.719282 -6.524330 -31.962728 -0.03 0.05 -0.19
C -5.683247 -5.767544 -31.275381 -0.01 0.67 0.96
C -6.912296 -6.634792 -31.081524 0.18 -0.37 -0.81
N -6.661884 -7.901589 -30.424061 -0.42 0.02 0.51
C -6.393392 -7.780574 -28.998126 0.99 -0.58 0.23
C -6.266596 -9.164450 -28.357216 -1.60 0.62 -0.49
O -6.351436 -8.979368 -26.961578 0.52 -0.05 0.19
C -6.166604 -10.166762 -26.223209 1.26 -0.26 -0.44
H -3.103948 -5.214958 -31.677181 -0.11 -0.11 0.14
H -4.002465 -5.015629 -33.191282 -0.05 -0.03 0.08
H -2.970031 -6.428959 -32.969073 0.01 -0.04 0.08
H -5.942535 -4.818803 -31.770264 0.00 -0.28 -0.45
H -5.275737 -5.430405 -30.305749 0.03 -0.25 -0.02
H -7.277195 -6.874392 -32.088305 -0.12 0.12 0.07
H -7.705341 -6.095342 -30.565161 0.05 0.06 0.11
H -5.890988 -8.376995 -30.876798 0.03 0.06 -0.07
H -7.191846 -7.255850 -28.475820 -0.08 0.16 -0.20
H -5.429184 -7.281456 -28.802558 -0.27 0.33 0.10
H -5.379642 -9.670276 -28.749953 0.15 -0.21 0.53
H -7.157846 -9.726570 -28.665224 0.28 -0.23 -0.21
H -5.240054 -10.663261 -26.560833 -0.15 -0.03 -0.05
H -6.958060 -10.911047 -26.351426 -0.27 0.25 0.18
H -5.962546 -9.903053 -25.188491 -0.56 0.01 0.12
C 1.758694 -10.245079 -24.252268 -0.43 -0.61 0.30
O 0.940395 -11.275208 -23.712291 0.20 0.45 0.25
C 1.571995 -12.529268 -23.739982 -0.11 -0.61 -0.87
C 0.767082 -13.483432 -22.889845 -0.27 0.19 0.77
N -0.654945 -13.403936 -23.245743 0.50 -0.21 0.55
C -1.501608 -14.065988 -22.239252 -0.52 0.33 -0.82
C -1.953864 -13.155259 -21.111239 0.50 -0.75 0.26
O -2.933463 -12.277434 -21.608325 0.04 0.19 0.18
C -3.250474 -11.246751 -20.689766 -0.09 -0.04 0.10
H 1.997354 -10.486598 -25.291068 0.14 0.21 -0.06
H 2.668262 -10.159175 -23.651330 0.13 0.12 -0.15
H 1.180042 -9.329852 -24.183876 0.06 0.11 -0.12
H 2.622134 -12.461219 -23.431447 -0.08 -0.01 0.26
H 1.572646 -12.917590 -24.774395 0.04 0.16 0.06
H 0.939272 -13.232205 -21.824414 -0.06 0.07 -0.12
H 1.106565 -14.516021 -22.993511 0.11 0.04 -0.27
H -0.889683 -12.416478 -23.234820 -0.15 -0.01 -0.25
H -1.031047 -14.972656 -21.859481 0.20 0.09 0.06
H -2.406996 -14.388860 -22.767171 -0.01 -0.11 0.19
H -1.092194 -12.614245 -20.692372 -0.09 0.14 -0.08
H -2.356257 -13.785852 -20.302619 -0.15 0.21 0.02
H -4.222143 -10.835032 -20.956401 0.05 0.04 -0.16
H -2.491540 -10.459422 -20.715540 0.00 0.00 0.04
H -3.331223 -11.637052 -19.669308 0.06 -0.02 -0.03
C -5.310779 -19.120578 -22.228265 0.21 -0.05 0.54
O -4.856597 -18.426960 -23.355595 0.05 0.26 -0.41
C -4.286783 -19.228231 -24.397168 -0.50 0.63 0.14
C -2.807934 -18.908876 -24.528497 0.91 -0.50 1.10
N -2.003262 -20.139119 -24.592386 -0.36 -0.09 -0.46
C -2.167036 -20.853601 -25.861445 0.53 0.54 -0.64
C -1.457911 -22.195763 -25.863098 -0.32 -0.53 0.85
O -0.235735 -22.074267 -26.552862 0.13 0.16 0.02
C 0.611139 -23.195484 -26.418877 -0.50 -0.38 0.25
H -4.597399 -19.892554 -21.912475 -0.14 -0.11 -0.14
H -6.308090 -19.552083 -22.371797 0.08 -0.12 -0.07
H -5.359541 -18.410579 -21.399716 -0.13 0.07 -0.11
H -4.841485 -18.971876 -25.302610 -0.02 -0.25 -0.07
H -4.421199 -20.280279 -24.142595 0.08 -0.11 -0.20
H -2.535170 -18.476498 -23.561846 -0.05 0.26 -0.12
H -2.532120 -18.169040 -25.288575 -0.37 -0.08 -0.26
H -1.025284 -19.887009 -24.506576 0.02 -0.06 0.08
H -1.706084 -20.284231 -26.688965 -0.13 -0.04 0.02
H -3.221063 -20.911035 -26.134693 -0.07 -0.28 0.34
H -2.080417 -23.023592 -26.235195 0.05 0.24 -0.48
H -1.263034 -22.493269 -24.819073 0.05 0.23 -0.04
H 0.475025 -23.875934 -27.265305 0.29 0.11 -0.12
H 0.357190 -23.786023 -25.528465 0.06 0.19 0.06
H 1.635602 -22.850359 -26.308428 0.08 -0.04 -0.28
C -8.583152 -12.404559 -21.630057 0.45 0.48 -0.23
O -8.721071 -12.816606 -20.290579 0.09 0.16 -0.01
C -10.054872 -13.126116 -19.945721 0.21 0.09 0.39
C -10.424731 -14.534317 -20.382624 -0.52 0.27 0.17
N -11.700583 -14.912177 -19.801526 -0.18 0.05 0.29
C -12.060148 -16.293879 -20.011547 -0.11 -0.27 -0.44
C -13.188992 -16.685407 -19.083819 -0.20 0.35 -0.61
O -12.873939 -16.323925 -17.763609 0.00 -0.09 0.15
C -13.891811 -16.676409 -16.850765 0.02 0.11 -0.21
H -9.061433 -11.430037 -21.807543 -0.42 -0.27 0.01
H -8.933795 -13.167239 -22.330699 -0.08 0.10 -0.07
H -7.530970 -12.202605 -21.840130 0.07 -0.38 0.15
H -10.746156 -12.365523 -20.328364 -0.04 -0.15 -0.19
H -10.100894 -13.050320 -18.853577 0.00 -0.13 -0.03
H -9.620663 -15.212839 -20.067942 0.12 0.00 -0.24
H -10.545331 -14.545551 -21.469010 0.26 -0.26 0.01
H -11.730929 -14.748666 -18.800407 0.27 0.13 -0.06
H -11.217023 -17.002563 -19.935612 0.06 0.18 0.21
H -12.462891 -16.402758 -21.027067 0.15 -0.10 -0.02
H -13.402574 -17.756378 -19.185617 0.01 -0.02 0.14
H -14.065553 -16.117975 -19.437889 -0.12 -0.16 0.32
H -14.875637 -16.345990 -17.205298 0.03 -0.01 -0.03
H -13.678985 -16.162544 -15.917079 0.05 -0.15 0.10
H -13.914753 -17.762296 -16.713116 -0.05 0.02 0.15
```
Forces are in eV/Å.